[1]
Computed, not measured: a cluster of 2 separate species, C5H10O in total at a distorted geometry, with the ωB97M-V functional and the def2-TZVPD basis.

Properties
* Kohn-Sham gap: 9.36 eV
* energy relative to the best compared isomer or geometry (same formula, charge and spin): 234.3 kJ/mol
* E: -7392.337 eV
* LUMO level: 0.768 eV
* HOMO level: -8.596 eV
* F_max: 3.7 eV/A

The geometry in XYZ format:
```
16
C5H10O (the ωB97M-V functional and the def2-TZVPD basis)
H 1.511 -1.341 -0.131
H 0.243 -3.116 -1.109
C -0.308 -0.369 0.084
H -1.272 -2.689 -0.420
H -1.933 2.814 -0.678
H -0.236 1.919 0.194
H 1.819 1.978 1.453
C 0.282 0.964 0.376
C 1.317 1.037 1.218
H -1.151 3.212 -1.907
H 2.231 0.382 1.422
C 0.433 -1.469 -0.005
H -0.043 -3.544 0.627
O -1.259 3.439 -0.972
H -1.436 -0.408 0.001
C -0.199 -2.811 -0.154
```

Löwdin atomic charge list, values in e, 5 entries: 0.109 0.072 -0.146 0.080 0.036

---

[2]
Computed, not measured: a cluster of 14 separate species, C17H62N14O14 in total at a distorted geometry, with the ωB97M-V functional and the def2-TZVPD basis.

Properties
* Kohn-Sham gap: 8.37 eV
* energy relative to the best compared isomer or geometry (same formula, charge and spin): 3.9 kJ/mol
* E: -68158.083 eV
* LUMO level: -0.506 eV
* HOMO level: -8.872 eV
* F_max: 9.4 eV/A

The geometry in XYZ format:
```
107
C17H62N14O14 (the ωB97M-V functional and the def2-TZVPD basis)
H 2.405 3.078 3.341
H 3.803 2.155 3.262
N -2.032 1.776 -2.036
H 3.923 0.811 -2.363
O -3.919 3.031 -1.728
N 2.956 -1.150 2.441
H -1.657 2.599 0.120
H 2.989 -3.411 -1.190
H -2.520 0.865 -1.801
H 2.826 -1.329 5.526
O 1.394 -3.821 -3.031
H -3.229 -3.210 -0.572
N 0.922 3.785 -2.852
N 0.525 1.612 -2.940
H 2.054 5.376 0.288
C 0.540 2.786 -3.582
H -4.470 0.158 2.103
C 1.087 4.799 0.402
H 0.084 0.819 -3.434
H 2.322 -3.174 0.510
H -2.300 4.839 -2.242
N -1.711 -4.736 0.692
H -5.830 -0.516 1.214
H 2.255 -0.183 -3.485
C 0.567 -0.421 -0.581
H 2.235 1.405 2.711
H -1.364 -2.857 -1.392
C -0.181 5.600 -0.025
H -1.316 1.673 3.897
H 0.942 4.588 1.502
H 0.325 -0.558 -5.573
C 4.420 -3.250 0.439
N -2.012 -1.036 2.962
C -2.740 -1.488 3.932
H 3.587 1.808 1.147
H 1.171 4.745 -3.259
O 3.084 2.589 1.430
N -3.358 -0.630 4.654
C -4.100 -0.174 -0.016
H 2.937 -4.694 -0.048
O 4.414 -3.293 1.853
N -2.377 -2.867 -0.019
O -0.627 -0.573 -3.688
H 3.580 -0.619 1.805
H -1.461 -1.660 2.355
H -1.299 -1.380 -5.368
H -1.242 -5.105 1.555
H -0.040 6.642 0.114
H 4.671 -2.252 0.051
C -1.322 2.082 1.923
H 5.140 -3.923 0.063
H -1.578 -0.404 -3.698
H -4.328 -1.432 1.751
H -4.045 -1.058 5.236
H -2.418 0.695 0.470
H 1.050 3.709 -1.858
H 0.117 -2.124 -4.681
C -4.736 -0.535 1.305
H 0.820 1.293 0.340
O -2.693 -0.156 0.067
O -0.610 -2.834 1.530
O 4.573 -0.308 3.929
H 2.026 -1.518 2.158
O 3.916 -0.143 -2.210
H -3.585 0.274 4.251
N 2.665 -1.539 4.553
H 1.122 -5.404 -1.158
H 0.935 1.437 -1.986
C 0.258 -3.829 -2.193
H -2.494 -5.246 0.236
H -0.561 -2.140 -2.783
H -4.393 -0.814 -0.854
N -0.648 -2.920 -2.126
H -4.419 0.790 -0.472
O 1.149 0.810 -0.412
H 3.774 -2.583 2.192
O -2.814 -2.821 4.155
H -1.022 5.321 0.580
H 0.398 -0.783 0.460
H 3.795 -0.672 -4.154
H -2.069 -0.087 2.565
H 2.944 -1.727 -2.982
C 2.879 2.300 2.741
N -1.868 3.909 -2.275
H 1.211 -1.101 -1.131
H -2.480 -1.904 0.269
H -0.863 3.843 -2.441
N -1.929 1.888 3.095
C -1.583 -3.468 0.761
C -2.609 2.901 -2.031
O 0.098 2.912 -4.849
N -2.102 2.413 0.961
H -0.479 -4.875 -0.605
O -0.017 1.775 1.732
H -0.986 1.811 -2.117
C 3.180 -0.699 -3.235
H -0.430 -0.348 -1.062
C 3.415 -0.992 3.650
O 1.136 3.548 -0.235
H -3.064 2.716 1.076
H -2.892 2.117 3.295
N 0.230 -4.809 -1.295
H 1.904 -2.199 4.322
C 3.107 -3.646 -0.126
C -0.320 -1.151 -4.911
H 1.805 3.052 0.201
H -0.523 5.443 -1.066
```

Löwdin atomic charge list, values in e, 5 entries: 0.090 0.074 0.174 0.083 -0.126

---

[3]
Computed, not measured: a structure of composition C5H10N2O2 at a distorted geometry, with the ωB97M-V functional and the def2-TZVPD basis.

Properties
* Kohn-Sham gap: 9.44 eV
* energy relative to the best compared isomer or geometry (same formula, charge and spin): 778.5 kJ/mol
* E: -12415.404 eV
* LUMO level: 0.186 eV
* HOMO level: -9.255 eV
* F_max: 15.3 eV/A

The geometry in XYZ format:
```
19
C5H10N2O2 (the ωB97M-V functional and the def2-TZVPD basis)
C -0.938 0.012 -1.389
O 2.110 0.221 1.962
C 0.853 -0.498 0.133
C 1.311 -0.795 1.648
H 1.821 0.893 1.560
H 1.579 1.271 -1.258
C -0.610 -0.980 -0.336
O 0.930 -1.600 2.402
H -0.980 2.110 -0.018
H -2.365 -1.205 0.437
C -0.380 1.338 -0.789
H -1.416 0.034 1.595
N 0.907 0.941 -0.215
H 1.757 -0.912 -0.619
H -0.469 -0.240 -2.588
H -1.777 0.214 -1.404
H -0.778 -2.080 -0.534
N -1.550 -0.982 0.874
H -0.005 2.260 -1.462
```

Löwdin atomic charge list, values in e, 5 entries: -0.147 0.161 -0.184 -0.495 -0.046

---

[4]
Computed, not measured: a cluster of 9 separate species, C38H100N6O13 in total at a distorted geometry, with the ωB97M-V functional and the def2-TZVPD basis.

Properties
* Kohn-Sham gap: 9.01 eV
* energy relative to the best compared isomer or geometry (same formula, charge and spin): 630.8 kJ/mol
* E: -76576.401 eV
* LUMO level: 0.491 eV
* HOMO level: -8.514 eV
* F_max: 3.5 eV/A

The geometry in XYZ format:
```
157
C38H100N6O13 (the ωB97M-V functional and the def2-TZVPD basis)
H -0.844 -2.165 -1.455
H -6.490 -4.267 5.527
H 1.395 -6.874 -4.217
C 0.298 0.510 1.750
C -4.652 1.324 0.344
C 0.326 4.615 -5.390
C -3.101 -5.868 6.742
H 1.201 4.897 -3.558
H -4.161 -0.514 -9.345
H -1.383 5.713 -6.037
H -0.004 -6.519 -1.854
H 5.113 2.441 2.168
N 2.948 -4.010 -5.135
H -0.406 0.011 2.439
H 1.027 1.592 7.723
H 3.319 5.177 6.079
H -5.701 3.243 0.750
C -4.188 -1.989 2.964
C -2.213 -0.734 -6.724
C 2.179 3.370 -0.229
H 4.350 -1.190 -4.010
H -4.975 3.061 -0.827
H -2.808 4.235 6.022
H -2.755 1.155 0.908
C 0.900 2.612 7.324
H 4.922 -0.818 -7.760
C -3.019 -2.546 1.046
H -4.868 1.130 -7.847
H 1.013 5.199 -6.034
O 3.123 1.154 4.539
C 0.465 3.068 -3.502
C -0.932 5.366 -5.099
N -3.654 -1.061 -8.648
H 3.211 3.605 -0.544
N -5.512 -3.855 3.670
C -5.962 -4.815 4.756
H -1.694 3.316 -6.056
H -3.866 -3.064 4.730
O -3.488 1.748 1.061
H 5.212 0.125 -6.343
H -6.456 2.180 -0.451
O -0.800 4.066 6.648
H 0.583 1.849 -1.838
O 5.104 4.584 6.948
H 3.505 -3.218 -3.260
C 1.222 2.699 -2.210
H 1.983 4.024 0.620
H -3.314 3.787 -5.539
H -1.121 0.401 -3.937
C 3.505 -4.268 0.371
H -2.407 -5.931 5.890
H -2.884 -1.509 -9.147
H 4.043 -3.592 2.287
H 1.655 3.966 6.024
C -3.119 -0.065 -7.704
C -4.267 0.660 -7.064
H 0.594 2.076 3.158
H 0.660 0.740 -0.278
H -0.550 3.334 -3.176
C 3.944 4.294 6.310
H 2.842 1.935 5.088
H 4.823 -3.649 -4.418
H 2.163 2.167 -2.451
H -2.527 0.679 -8.266
C -0.638 -1.115 -1.257
O -1.801 4.539 -4.425
H -4.358 0.789 -0.571
C -5.508 2.515 -0.035
H 3.069 3.553 8.153
H -3.356 -6.893 7.046
O 4.676 -1.823 -5.978
O 1.269 3.678 -1.233
H -1.160 2.150 7.263
H -2.347 2.621 -4.579
C -0.389 2.694 6.686
H 2.102 0.341 2.774
H -1.667 5.434 5.375
H -6.673 -5.469 4.225
O -4.240 -5.183 6.431
H -3.971 -2.607 0.494
H 4.201 3.875 5.320
H 2.590 -2.757 1.790
H -2.284 -3.206 0.619
O -3.261 -2.890 2.341
H 6.421 4.159 5.385
H 2.891 -1.377 -4.965
H 0.860 2.571 1.388
H -1.292 -1.057 -7.241
C 2.838 -5.396 -4.710
H -4.139 -5.975 4.542
C 3.178 3.313 7.087
H -4.993 -1.708 2.266
C 4.374 1.397 3.931
O 4.305 -2.087 0.932
H 2.857 -6.030 -5.603
H -1.581 -1.216 -4.282
H -1.677 3.773 4.723
H 2.129 2.317 0.071
C 6.131 4.990 6.034
H -4.860 -4.356 3.074
H 5.782 5.845 5.433
H 4.757 0.441 3.596
H -2.603 -5.345 7.551
H 3.713 2.353 7.103
H 3.453 1.935 2.090
H -0.323 -4.886 -2.674
H 3.696 -5.691 -4.087
H -2.724 -1.645 -6.362
C 4.229 2.306 2.790
H -5.189 0.598 0.980
H -0.689 6.108 -4.345
H 4.369 -4.240 -0.281
C -0.155 0.369 0.377
H -1.433 -0.448 -1.601
H 3.720 3.247 3.065
H 0.929 3.175 8.286
H 3.545 -0.294 -6.812
H 1.573 -1.048 2.065
H 0.482 -5.059 -1.072
H 3.109 -3.912 -6.116
H -3.968 1.416 -6.336
H -3.614 -1.081 3.239
H -0.723 2.362 2.026
C 4.563 -0.685 -6.731
C 3.821 -3.207 -4.300
H 5.009 1.872 4.684
C 0.308 1.977 2.117
H 2.623 -4.164 -0.277
H -1.044 0.962 0.104
H 0.727 -5.262 -4.498
C -1.115 -0.331 -4.749
H -0.340 2.226 5.691
C -4.730 -2.714 4.149
C -4.901 -5.762 5.306
C -1.784 4.379 5.631
H -5.382 -6.714 5.607
H -2.694 -1.501 1.028
H -5.300 -2.061 4.807
H 6.947 5.354 6.648
H -4.909 -0.012 -6.481
H 0.467 2.106 -4.012
H -0.104 -0.523 -5.108
C 1.565 -5.793 -4.018
H 0.302 -0.895 -1.793
N 1.960 3.077 6.428
N 1.669 -0.045 1.937
O -0.382 -0.975 0.080
O -1.902 0.151 -5.753
H 3.680 -1.377 0.704
C -2.314 3.526 -5.176
N 1.072 4.137 -4.223
O 1.599 -5.550 -2.652
H 0.209 3.780 -6.109
C 0.339 -5.497 -2.062
C 3.551 -3.100 1.435
H 3.459 -5.235 0.876
C 3.891 -1.804 -4.812
```

Löwdin atomic charge list, values in e, 5 entries: 0.087 0.115 0.127 -0.419 -0.318

---

[5]
Computed, not measured: a cluster of 8 separate species, C35H39F17O13 in total at a distorted geometry, with the ωB97M-V functional and the def2-TZVPD basis.

Properties
* Kohn-Sham gap: 9.87 eV
* energy relative to the best compared isomer or geometry (same formula, charge and spin): 0.0 kJ/mol
* E: -109742.133 eV
* LUMO level: 0.553 eV
* HOMO level: -9.313 eV
* F_max: 4.3 eV/A

The geometry in XYZ format:
```
104
C35H39F17O13 (the ωB97M-V functional and the def2-TZVPD basis)
C 1.580 -0.770 4.747
F 1.255 4.245 0.084
O -3.323 -4.686 0.026
O -0.022 -1.247 -1.832
F -2.919 -7.475 -1.213
C 2.960 -1.674 0.726
H -1.005 -3.827 -0.043
F -5.119 3.419 -0.627
C -2.084 -1.334 1.027
C -3.734 1.218 -4.778
H 1.261 0.656 -1.955
C -3.239 4.876 -0.568
C 0.713 -1.513 -2.742
H 3.013 2.202 -2.946
H -4.372 1.089 -5.637
C 2.545 0.190 4.703
C -3.415 0.079 -4.050
F -4.869 4.738 -2.355
H -1.784 8.233 -1.293
C -3.259 2.429 -4.292
C 3.919 -0.017 4.925
F -5.453 5.533 -0.457
F -3.702 -8.078 0.768
F 1.740 -3.692 -2.640
C 2.019 -2.107 4.990
O -2.753 -2.431 3.005
H 2.695 -1.042 1.605
C 5.648 -2.687 -3.208
C -1.466 -2.040 3.187
F 0.439 2.618 -1.145
O -0.408 1.683 1.336
H 1.220 -2.807 5.021
F 0.904 -3.125 -4.530
O 1.541 -0.765 -3.416
H 3.267 -2.658 1.111
H 3.761 -3.364 5.522
F -1.947 3.549 -2.759
C 3.350 -2.391 5.250
H 5.348 -1.562 5.362
H -3.367 3.366 -4.793
C -2.998 -5.814 0.361
F 2.163 1.513 4.543
C -0.330 -4.286 0.650
F -0.415 -3.590 -2.996
H 3.844 -0.110 -0.535
C -1.072 -5.151 1.674
C 0.404 2.534 1.273
H -4.113 -1.307 1.999
H -1.624 1.287 -1.549
C -2.243 1.277 -2.354
H 3.368 1.141 -4.230
O 6.003 -0.635 -1.833
F 2.318 2.316 -0.085
O 4.348 -2.024 -1.194
H -1.777 3.840 2.832
H -0.724 5.208 3.385
H 4.641 0.773 4.822
C 0.201 3.303 3.556
F 6.674 -3.403 -3.005
H 1.003 3.586 4.169
H 0.130 -3.474 1.185
H 0.389 -4.823 0.019
C 5.326 -1.655 -2.014
H -1.513 -4.510 2.469
O -1.994 -6.177 1.098
H 0.903 1.106 -3.581
C 1.119 2.942 -0.038
F 4.565 -3.452 -3.383
H 2.120 -1.987 0.105
F -4.880 -6.781 -0.513
H -1.527 4.232 4.452
C -1.106 7.486 -1.581
H -0.383 -5.800 2.259
O -2.662 5.816 -1.245
H -0.901 5.969 0.013
H -2.125 -0.344 0.659
H -2.605 -0.860 -2.273
C -3.623 -7.110 -0.129
C 4.050 -1.089 -0.100
H -3.642 -2.788 1.235
H -1.722 -2.021 0.290
C 0.779 -3.012 -3.234
C -4.723 4.631 -1.037
O 0.870 3.281 2.195
C 4.266 -1.336 5.130
H -0.148 2.282 3.775
C -2.736 0.079 -2.815
H -3.722 -0.870 -4.565
H -0.733 5.382 -1.641
H 3.584 0.597 -2.476
H -1.251 7.467 -2.676
O -0.718 -2.255 4.089
C -2.531 2.371 -3.109
C -0.966 4.174 3.492
F 5.813 -1.961 -4.344
C -3.253 -1.901 1.747
O -1.048 -1.281 2.091
H 5.028 -0.937 0.517
H 0.513 -0.592 4.583
O -2.750 4.259 0.354
H -0.103 7.830 -1.397
C 1.594 0.593 -2.976
C -1.260 6.101 -1.042
C 2.971 1.126 -3.186
```

Löwdin atomic charge list, values in e, 5 entries: -0.005 0.182 0.137 0.140 0.175

---

[6]
Computed, not measured: a structure of composition C5H5HoO6 at a distorted geometry, with the ωB97M-V functional and the def2-TZVPD basis.

Properties
* multiplicity: 6
* Kohn-Sham gap (alpha / beta): 5.87 / 3.80 eV
* energy relative to the best compared isomer or geometry (same formula, charge and spin): 435.5 kJ/mol
* E: -43311.194 eV
* LUMO level (alpha / beta): -15.084 / -17.142 eV
* HOMO level (alpha / beta): -20.950 / -20.947 eV
* total charge: +3
* F_max: 5.7 eV/A

The geometry in XYZ format:
```
17
C5H5HoO6 (the ωB97M-V functional and the def2-TZVPD basis)
H -0.247 -2.278 -1.192
C 1.444 1.833 0.124
C -2.925 -0.946 -0.562
O -2.295 -1.956 -1.142
C 2.888 2.063 -0.697
H -1.156 -3.215 0.052
H 3.723 2.295 -0.004
O 2.891 2.054 -1.869
O -2.091 -0.403 0.417
C -1.079 -2.255 -0.477
H 0.950 2.789 -0.151
C -0.945 -1.088 0.490
O -4.049 -0.614 -0.705
O 1.640 1.654 1.382
H 0.760 0.902 -0.412
O -0.376 -1.136 1.583
Ho 0.866 0.300 3.162
```

Löwdin atomic charge list, values in e, 5 entries: 0.174 -0.260 -0.471 0.153 0.029